Computed, not measured: a structure of composition C30H23BrCl3NO6PPd, with ωB97M-V/def2-TZVPD.

Structure (XYZ):
```
66
Properties=species:S:1:pos:R:3:forces:R:3
Pd -0.976298 0.627376 -0.333365 -0.5763 0.3433 -0.3219
C 4.291102 -1.089134 -2.505668 0.0046 -0.0092 0.0206
C 3.460111 -0.022834 -2.828562 0.0059 0.0312 -0.0043
C 2.480917 0.388749 -1.943087 0.0126 0.0272 -0.0775
C 2.323277 -0.284543 -0.729407 -0.0579 -0.0555 0.0344
C 3.155873 -1.354110 -0.404902 0.0274 -0.0526 0.0121
C 4.142324 -1.748403 -1.295410 0.0076 0.0056 -0.0253
P 1.163494 0.338200 0.481900 0.0062 -0.1610 0.0833
C 1.042375 -0.688235 1.919090 0.0388 0.0841 0.1166
C 0.840206 -2.072469 1.844860 -0.0040 0.0127 -0.0204
C 0.779491 -2.809750 3.010553 -0.0108 -0.0283 0.0281
C 0.911915 -2.183898 4.245691 0.0002 -0.0077 -0.0048
C 1.104543 -0.812770 4.322348 0.0014 0.0121 -0.0206
C 1.158081 -0.056527 3.164682 -0.0478 -0.0893 -0.0103
C 1.687001 2.004250 0.809439 -0.0185 0.0321 0.0653
C 2.758239 2.443321 1.533465 0.1283 0.0398 0.0466
C 3.142981 3.797792 1.418054 -0.0090 -0.0308 0.0205
C 2.497324 4.642607 0.556230 -0.0347 -0.0331 -0.0294
C 1.404371 4.193595 -0.227998 0.0396 0.0477 0.0620
C 0.724053 4.985135 -1.184154 -0.0284 0.0368 -0.0336
C -0.292564 4.455850 -1.925798 -0.0014 0.0070 -0.0074
C -0.726124 3.115055 -1.739556 -0.0480 0.0896 -0.0156
C -0.113610 2.385271 -0.781422 0.1179 0.0227 0.1007
C 0.983023 2.863319 -0.044681 -0.0249 0.1622 -0.1092
H 5.060349 -1.401549 -3.199324 -0.0073 -0.0039 -0.0027
H 3.579518 0.494400 -3.771123 0.0054 -0.0045 0.0017
H 1.838193 1.220597 -2.202378 0.0212 -0.0053 0.0254
H 3.057416 -1.865716 0.541533 -0.0184 -0.0061 0.0060
H 4.794150 -2.572107 -1.037702 -0.0004 0.0029 -0.0065
H 0.718124 -2.560784 0.890046 0.0291 0.0091 -0.0187
H 0.622974 -3.878739 2.957123 -0.0004 0.0035 0.0075
H 0.854851 -2.770402 5.153310 0.0033 0.0025 -0.0031
H 1.196125 -0.325352 5.283103 -0.0079 -0.0049 0.0010
H 1.261242 1.015259 3.230963 -0.0107 0.0208 -0.0083
H 3.319804 1.777542 2.176837 0.0067 -0.0022 -0.0355
H 3.975364 4.158943 2.006321 -0.0050 -0.0011 -0.0020
H 2.823268 5.670773 0.460760 -0.0088 0.0003 -0.0101
H 1.028333 6.013325 -1.333120 0.0028 -0.0060 0.0058
H -0.795891 5.060239 -2.668336 -0.0076 -0.0029 0.0073
H -1.540900 2.721665 -2.327611 0.0045 -0.0072 -0.0443
C -3.920672 -4.001406 0.780482 -0.0058 0.0056 -0.0057
C -3.972976 -2.696481 0.038487 -0.0063 -0.0422 0.0203
C -5.091273 -2.282949 -0.674345 -0.0308 -0.0317 0.0106
C -5.079496 -1.077756 -1.350266 -0.0026 0.0277 -0.0314
C -3.930507 -0.313578 -1.290039 0.1009 0.0648 -0.0544
Br -3.874646 1.324249 -2.219894 -0.0199 -0.0330 0.0157
N -2.849842 -0.675446 -0.612977 0.1161 -0.2001 0.1849
C -2.881156 -1.847869 0.040653 -0.0326 0.0428 -0.0216
H -4.919131 -4.409263 0.927066 0.0009 0.0074 -0.0020
H -3.458678 -3.874147 1.759341 0.0051 0.0018 -0.0046
H -3.335868 -4.737331 0.225887 -0.0014 0.0049 -0.0004
H -5.979492 -2.902251 -0.697910 0.0016 -0.0008 -0.0028
H -5.933186 -0.727669 -1.910457 -0.0022 -0.0079 0.0012
H -1.991611 -2.108605 0.595680 -0.0107 0.0301 -0.0104
Cl 1.180245 -3.050699 -3.491501 -0.0100 0.0120 0.0125
C -0.199834 -1.963657 -3.399046 0.0353 -0.0623 0.0305
Cl -1.742966 -2.805944 -3.606677 -0.0448 -0.0090 -0.0004
C -0.249699 -1.294907 -2.031407 0.0010 0.2135 -0.0327
O -0.477837 -0.011990 -2.122360 0.0502 -0.1728 0.2222
O -0.119210 -1.880321 -0.977593 0.0117 -0.2436 -0.2056
H -0.116763 -1.227000 -4.188437 0.0178 0.0232 -0.0099
O -2.901774 1.813421 3.298820 0.0272 -0.0036 -0.1100
Cl -2.184455 1.342825 2.177652 0.2139 -0.0887 0.0225
O -0.815119 1.859027 2.145164 -0.1060 0.0107 -0.0010
O -2.800514 1.778201 0.916596 0.2467 -0.1369 -0.0141
O -2.088574 -0.104423 2.144385 -0.0909 0.1062 0.1532
```
Positions in Å, forces in eV/Å.

The value obtained for the relative energy (zero: lowest compared OMol25 entry of this formula, charge and spin) is 26.5 kcal per mole. For the HOMO energy, the calculation gives -0.428 hartree. As for the total charge: +1. The value obtained for the orbital gap is 6.212 eV. The calculation puts the LUMO energy at -5.426 eV.

Computed, not measured: a structure of composition C30H23IN4O2SV in a non-equilibrium geometry, with ωB97M-V/def2-TZVPD.

Structure (XYZ):
```
62
Properties=species:S:1:pos:R:3:forces:R:3
V -0.444607 -1.012408 -0.778297 -0.0556 -0.1854 0.6114
C -0.037585 1.473173 -4.190942 0.0060 -0.0422 -0.0517
C -0.506388 2.269779 -3.022097 -0.0795 0.0407 0.1490
N -0.638038 3.585355 -3.129425 0.0894 -0.1042 -0.1596
C -1.077078 4.307102 -2.108445 -0.0649 0.0763 0.1821
C -1.429870 3.801359 -0.851863 0.0026 -0.2462 0.0542
C -1.874139 4.745527 0.247422 0.0607 0.0249 0.0552
O -2.984741 4.247118 0.969998 0.0163 -0.1201 -0.0370
C -1.296872 2.413181 -0.687683 0.0159 0.3340 -0.2955
C -1.573014 1.733222 0.572615 -0.1149 0.2572 -0.0288
N -1.280483 0.514115 0.872547 0.1006 -0.4066 -0.2232
C -1.476395 0.126710 2.234604 0.0500 -0.1171 0.1493
C -1.398165 1.030291 3.299701 0.0464 -0.0444 -0.1449
C -1.619568 0.609573 4.599794 -0.0187 -0.0836 0.0254
C -1.900051 -0.721414 4.880402 0.0138 0.0366 -0.0473
C -1.939286 -1.650475 3.849672 0.0300 0.1050 -0.0360
C -1.715822 -1.203932 2.559467 0.0055 0.0077 0.0241
I -1.754920 -2.619914 1.019363 0.0225 0.0458 -0.1064
C -0.837703 1.697246 -1.795516 -0.3668 0.1863 0.3258
O -0.756575 0.361289 -1.596176 0.1797 0.6342 -1.1429
H 0.299875 2.152386 -4.969125 -0.0023 -0.0055 0.0008
H -0.854027 0.867698 -4.591284 0.0082 -0.0118 -0.0186
H 0.781678 0.808139 -3.912319 0.0187 -0.0372 0.0022
H -1.156434 5.372182 -2.296656 -0.0254 0.0205 0.0266
H -2.076489 5.727474 -0.182339 0.0212 -0.0320 -0.0120
H -1.051603 4.878864 0.959020 -0.0398 0.0088 -0.0595
H -3.792727 4.691803 0.692451 0.0000 0.0110 0.0247
H -2.071672 2.361268 1.307857 0.0328 -0.0523 0.0430
H -1.145147 2.067987 3.124252 -0.0094 -0.0142 -0.0312
H -1.562144 1.330228 5.402944 -0.0033 0.0150 0.0280
H -2.071440 -1.044486 5.897516 -0.0062 -0.0033 0.0151
H -2.138678 -2.691703 4.059227 -0.0099 -0.0403 0.0059
S 2.247837 -2.555746 -3.909921 -0.0969 0.0021 0.1385
C 3.203174 -1.531289 -2.930614 -0.0824 0.0437 0.1236
C 2.525057 -1.021390 -1.860093 0.1494 -0.0667 -0.1377
C 1.185147 -1.478472 -1.849260 -0.2254 -0.1090 0.2281
C 0.891729 -2.317112 -2.907892 0.0644 0.0274 -0.0484
C -0.460303 -2.790557 -3.101104 0.0014 -0.1240 -0.1199
C -0.917506 -3.609978 -4.119252 0.0447 0.1166 0.1134
C -2.271525 -3.895317 -4.194199 -0.0177 0.0288 0.0410
C -3.138346 -3.341956 -3.259271 0.0116 0.0482 0.0559
C -2.619783 -2.549208 -2.256670 -0.2397 -0.0221 -0.0707
N -1.302729 -2.294432 -2.161371 -0.0320 -0.1028 0.0121
H 4.236221 -1.365943 -3.191022 0.0587 0.0154 -0.0142
H 2.974627 -0.356009 -1.141225 0.0212 0.0147 -0.0007
H -0.222931 -4.008598 -4.845463 0.0263 -0.0033 -0.0126
H -2.649733 -4.533142 -4.980568 -0.0205 -0.0303 -0.0337
H -4.202332 -3.523482 -3.299488 -0.0178 0.0016 0.0100
H -3.264680 -2.096803 -1.514567 -0.0103 -0.0338 -0.0340
N 0.988384 -0.816824 0.548249 0.5367 -0.0642 0.4688
C 1.830647 -0.773508 1.340138 -0.1635 0.0014 -0.0920
C 2.854567 -0.720900 2.302502 0.0698 -0.0082 0.0463
C 3.573231 0.473477 2.474608 0.0008 -0.0202 0.0751
C 4.586968 0.504246 3.410257 -0.0296 0.0117 -0.0303
C 4.875552 -0.631981 4.160801 -0.0081 -0.0050 -0.0102
C 4.159749 -1.812833 3.986025 -0.0356 -0.0069 -0.0297
C 3.143772 -1.872008 3.053791 0.0637 0.0254 -0.0023
H 3.336883 1.348402 1.885353 -0.0057 0.0255 -0.0237
H 5.156244 1.410556 3.558324 0.0103 0.0166 -0.0009
H 5.672401 -0.597420 4.890977 0.0190 0.0004 0.0164
H 4.402036 -2.685641 4.575067 -0.0011 -0.0162 0.0092
H 2.585745 -2.784842 2.899193 -0.0154 -0.0242 -0.0053
```
Positions in Å, forces in eV/Å.

The value obtained for the relative energy (zero: lowest compared OMol25 entry of this formula, charge and spin) is 8.2 kcal per mole. For the HOMO energy, the calculation gives -0.629 hartree. As for the total charge: +3. The value obtained for the orbital gap is 5.667 eV. The calculation puts the LUMO energy at -11.455 eV.